# 1
Below is a cluster of 2 separate species, C4H13NO in total in a non-equilibrium geometry, with properties calculated with wB97M-V/def2-TZVPD.

## Properties
Calculated total energy in eV: -7895.7304
Relative energy (zero: lowest compared OMol25 entry of this formula, charge and spin) in kcal per mole: 21.46
F_max in eV Å⁻¹: 1.52
Highest occupied orbital energy in eV: -9.1
SMILES string: CCCNC.O

Atoms and positions in Å:
1 C 0.53891 -1.87601 -0.48658
2 C -0.58698 -0.86565 -0.54743
3 C -0.10463 0.54076 -0.58662
4 N -1.21794 1.47191 -0.74857
5 C -0.59335 2.78729 -1.11030
6 H 0.14346 -2.86846 -0.76094
7 H 0.91389 -1.92091 0.54975
8 H 1.38224 -1.63605 -1.15577
9 H -1.20829 -1.02210 -1.45016
10 H -1.20791 -1.11188 0.33533
11 H 0.66141 0.77247 0.17819
12 H 0.37772 0.61722 -1.58007
13 H -1.76732 1.61317 0.10876
14 H 0.01924 3.07409 -0.23903
15 H -1.39471 3.53432 -1.23815
16 H 0.04582 2.79965 -2.00915
17 O 1.52178 -2.29410 3.72219
18 H 1.89308 -1.39334 3.58433
19 H 0.58359 -2.22239 3.43423

***

# 2
Below is a structure of composition C30H31Cl3CrFN3O2 in a non-equilibrium geometry, with properties calculated with wB97M-V/def2-TZVPD.

## Properties
Calculated total energy in eV: -108885.5595
Multiplicity: 5
Relative energy (zero: lowest compared OMol25 entry of this formula, charge and spin) in kcal per mole: 34.69
F_max in eV Å⁻¹: 6.05
Highest occupied orbital energy (spin up / spin down) in eV: -7.1 / -7.4
⟨S²⟩: 6.021

Atoms and positions in Å:
1 Cr -0.44609 -0.33954 -0.07920
2 Cl -6.99807 0.34393 -2.91471
3 C -5.52065 -0.17852 -2.19430
4 C -4.57210 0.76251 -1.81859
5 C -3.39775 0.31393 -1.25321
6 Cl -2.12901 1.38809 -0.76897
7 C -3.10811 -1.05026 -1.01089
8 O -2.01107 -1.40245 -0.44684
9 C -4.11073 -1.96051 -1.43413
10 Cl -3.80517 -3.64127 -1.21567
11 C -5.28943 -1.53555 -2.01268
12 H -4.75529 1.81532 -1.96125
13 H -6.03276 -2.25700 -2.31405
14 C -0.72177 -2.51498 2.44343
15 C -0.51056 -3.91034 1.85999
16 C 0.72529 -4.56723 2.48544
17 C -0.46818 -4.01698 0.34451
18 C -1.08180 -5.15555 -0.16215
19 C -1.10172 -5.42493 -1.51273
20 C -0.48114 -4.54590 -2.37608
21 C 0.16015 -3.39439 -1.92668
22 C 0.86446 -2.58616 -3.00914
23 C 0.44621 -1.11802 -3.09182
24 C 2.39351 -2.68629 -2.94816
25 C 0.14733 -3.10951 -0.54406
26 N 0.74638 -1.94250 -0.00436
27 C 1.99965 -2.12108 0.47256
28 C 2.79376 -3.24763 0.14323
29 C 4.10812 -3.36283 0.53142
30 C 4.70774 -2.39187 1.32248
31 C 3.94172 -1.31619 1.74658
32 C 2.63805 -1.20216 1.32489
33 F 1.89325 -0.14020 1.80676
34 H -1.04459 -2.59613 3.48271
35 H -1.49773 -2.00211 1.87988
36 H 0.19427 -1.92976 2.42502
37 H -1.37771 -4.50949 2.16766
38 H 1.61724 -3.97695 2.29368
39 H 0.87989 -5.55947 2.06691
40 H 0.58060 -4.65093 3.56190
41 H -1.57362 -5.83578 0.51881
42 H -1.59669 -6.30723 -1.88856
43 H -0.49378 -4.76068 -3.43693
44 H 0.56257 -3.05404 -3.95406
45 H 0.95877 -0.52973 -2.32910
46 H -0.63388 -1.01882 -2.97007
47 H 0.72372 -0.71868 -4.06535
48 H 2.79594 -2.12903 -2.10689
49 H 2.81514 -2.27238 -3.86200
50 H 2.71321 -3.72323 -2.86831
51 H 2.33917 -4.02470 -0.44969
52 H 4.67454 -4.22704 0.21163
53 H 5.74206 -2.47832 1.61855
54 H 4.35128 -0.57014 2.40964
55 O 1.57875 1.84320 -0.54012
56 C 0.87387 0.96930 -0.26559
57 C -0.09948 0.55208 5.50244
58 C -1.02731 0.50187 4.34378
59 C -2.37571 0.23593 4.23387
60 C -2.66883 0.29778 2.86010
61 N -1.56638 0.59194 2.17680
62 N -0.59245 0.72380 3.08843
63 C -3.99126 0.04809 2.21841
64 H -0.59776 0.21347 6.40643
65 H 0.26239 1.56825 5.66001
66 H 0.76257 -0.08802 5.31571
67 H -3.05422 0.01984 5.03275
68 H 0.34446 0.95339 2.79715
69 H -4.68751 -0.34719 2.95488
70 H -3.89103 -0.67573 1.41163
71 H -4.41061 0.96227 1.79932

***

# 3
Below is the ion C11H19O3S with charge -1 in a non-equilibrium geometry, with properties calculated with wB97M-V/def2-TZVPD.

## Properties
Charge: -1
Calculated total energy in eV: -28692.2591
Relative energy (zero: lowest compared OMol25 entry of this formula, charge and spin) in kcal per mole: 0.00
F_max in eV Å⁻¹: 4.32
Highest occupied orbital energy in eV: -3.8

Atoms and positions in Å:
1 C 0.54125 1.90540 -0.86797
2 C -0.29556 0.79922 -1.50487
3 C -0.05722 -0.42827 -0.61914
4 C 1.26458 1.33554 0.27230
5 C 0.29938 0.24733 0.77997
6 C 1.91651 2.30164 1.33980
7 C -0.92524 0.92721 1.50447
8 C 0.93415 -0.75882 1.69157
9 C -1.59281 -1.99746 -1.96580
10 C -1.27681 -1.35263 -0.65324
11 C 2.65854 0.73788 -0.79861
12 O 2.76809 -1.88343 -0.60370
13 O 0.41447 3.09419 -1.15622
14 O 4.84625 -0.52507 -0.85613
15 S 3.60273 -0.78142 -0.05261
16 H -1.39654 1.06234 -1.52268
17 H -0.11589 0.52745 -2.59139
18 H 0.84764 -0.94448 -0.94732
19 H 2.96223 2.10667 1.28551
20 H 1.56471 2.08027 2.34014
21 H 1.65824 3.37067 1.09729
22 H -1.68258 0.14832 1.65453
23 H -1.48813 1.74016 0.92247
24 H -0.48531 1.50415 2.32425
25 H 1.28128 -0.34612 2.53173
26 H 1.74125 -1.15348 1.06343
27 H 0.15426 -1.48104 1.84056
28 H -1.75206 -1.22300 -2.58760
29 H -2.48496 -2.62190 -1.79696
30 H -0.82360 -2.67011 -2.28559
31 H -1.17364 -2.14497 0.07730
32 H -2.17883 -0.98475 -0.11594
33 H 3.36006 1.50763 -0.74005
34 H 2.30151 0.57980 -1.80825

***

# 4
Below is the molecule C2H4NP in a non-equilibrium geometry, with properties calculated with wB97M-V/def2-TZVPD.

## Properties
Calculated total energy in eV: -12915.7608
Relative energy (zero: lowest compared OMol25 entry of this formula, charge and spin) in kcal per mole: 17.72
F_max in eV Å⁻¹: 2.49
Highest occupied orbital energy in eV: -7.0

Atoms and positions in Å:
1 C 0.25080 -0.54931 -0.00256
2 C -0.93484 0.36349 0.00485
3 N 1.42841 -0.12519 0.01803
4 P 2.90199 0.15581 -0.00799
5 H 0.07414 -1.61761 -0.01953
6 H -0.61697 1.39698 0.12302
7 H -1.61426 0.10463 0.81704
8 H -1.48927 0.27121 -0.93286

***

# 5
Below is the molecule C22H30N4O3, with properties calculated with wB97M-V/def2-TZVPD.

## Properties
Calculated total energy in eV: -35404.8619
Relative energy (zero: lowest compared OMol25 entry of this formula, charge and spin) in kcal per mole: 21.79
F_max in eV Å⁻¹: 0.89
Highest occupied orbital energy in eV: -8.6
SMILES string: COc1ccccc1N(CC(=O)NC1CCCCC1)C(=O)c1cnn(C(C)C)c1

Atoms and positions in Å:
1 C -0.43691 0.27534 2.01634
2 O -0.34237 1.64327 1.67360
3 C 0.81691 2.14811 1.17435
4 C 1.04095 3.49287 1.48120
5 C 2.16537 4.15794 1.04366
6 C 3.11095 3.48413 0.28671
7 C 2.89175 2.16445 -0.04954
8 C 1.74848 1.48283 0.36452
9 N 1.56582 0.15578 -0.10284
10 C 2.58634 -0.83224 0.21970
11 C 2.13069 -1.79718 1.33262
12 O 2.51162 -1.67548 2.48171
13 N 1.31275 -2.75490 0.88707
14 C 0.73392 -3.78160 1.72626
15 C 0.90036 -5.15223 1.06284
16 C 0.04273 -5.27879 -0.19489
17 C -1.42454 -5.00775 0.12261
18 C -1.58472 -3.61898 0.73328
19 C -0.74825 -3.50420 2.00508
20 C 0.54948 -0.19979 -0.93535
21 O 0.41230 -1.36036 -1.31064
22 C -0.38487 0.85396 -1.34477
23 C -1.77638 0.68286 -1.50012
24 N -2.34834 1.80439 -1.87408
25 N -1.37211 2.69788 -1.99727
26 C -1.66497 4.07501 -2.32746
27 C -2.25164 4.76484 -1.09603
28 C -2.62662 4.12237 -3.50977
29 C -0.17538 2.18085 -1.68280
30 H -1.22955 0.22068 2.76318
31 H 0.49363 -0.09535 2.45096
32 H -0.71923 -0.33974 1.15799
33 H 0.30023 3.98917 2.08873
34 H 2.31184 5.19528 1.30252
35 H 4.00339 3.98679 -0.05228
36 H 3.60220 1.64355 -0.67501
37 H 3.47642 -0.31265 0.57450
38 H 2.81761 -1.40834 -0.68180
39 H 0.96181 -2.66620 -0.06283
40 H 1.29278 -3.75161 2.66871
41 H 0.60475 -5.91997 1.78068
42 H 1.95238 -5.30904 0.81658
43 H 0.38252 -4.57041 -0.95273
44 H 0.15502 -6.28312 -0.60892
45 H -1.78965 -5.75868 0.82792
46 H -2.02071 -5.08485 -0.78853
47 H -1.26928 -2.86701 0.00721
48 H -2.63469 -3.43311 0.96958
49 H -0.85297 -2.50998 2.44322
50 H -1.10188 -4.23284 2.73765
51 H -2.35344 -0.20489 -1.33651
52 H -0.71278 4.54792 -2.59505
53 H -2.45194 5.81088 -1.31001
54 H -3.18002 4.27539 -0.81346
55 H -1.55649 4.70219 -0.26133
56 H -2.17951 3.65430 -4.38345
57 H -2.87294 5.15249 -3.75053
58 H -3.53574 3.58469 -3.25625
59 H 0.72290 2.76108 -1.74675

***

# 6
Below is the molecule C4H7Br2 in a non-equilibrium geometry, with properties calculated with wB97M-V/def2-TZVPD.

## Properties
Calculated total energy in eV: -144344.4323
Multiplicity: 2
Relative energy (zero: lowest compared OMol25 entry of this formula, charge and spin) in kcal per mole: 0.84
F_max in eV Å⁻¹: 1.86
Highest occupied orbital energy (spin up / spin down) in eV: -8.8 / -9.5
⟨S²⟩: 0.753

Atoms and positions in Å:
1 Br -1.25839 0.97851 1.28030
2 Br 1.06145 -0.24278 1.42914
3 C -1.29161 -3.55811 1.10835
4 C -1.63406 -2.21618 1.60724
5 C -2.60188 -1.47443 1.04964
6 C -2.86366 -0.17569 1.69850
7 H -0.72670 -4.01575 1.91958
8 H -2.22058 -4.11544 1.00348
9 H -0.70273 -3.64040 0.18914
10 H -1.15454 -1.89947 2.51622
11 H -3.05477 -1.72431 0.08320
12 H -3.78394 0.34091 1.39651
13 H -2.72531 -0.22576 2.78536